278
Properties=species:S:1:pos:R:3:forces:R:3 method="wB97M-V/def2-TZVPD" charge=-3 max_force_ev_per_a=4.41 homo_ev=-2.36 lumo_ev=4.0 mol_weight_g_mol=1924.026
C 7.154 1.395 -4.503 1.079 0.972 -0.882
O 7.804 0.144 -3.927 -1.406 2.019 -0.523
O 6.487 2.188 -3.726 -0.851 -1.152 0.385
C 8.360 2.239 -4.968 0.624 -0.928 -0.674
F 8.006 3.482 -5.318 -0.179 0.531 0.134
F 9.329 2.310 -4.062 0.292 0.455 0.786
F 8.986 1.761 -6.079 0.037 -0.502 -0.569
C 7.084 -0.955 -4.374 -0.012 -0.994 1.889
C 7.947 -2.132 -4.027 0.795 -1.831 0.654
H 8.011 -2.406 -2.964 -0.357 0.402 -0.003
H 7.602 -3.048 -4.519 -0.134 0.020 -0.102
H 9.020 -2.029 -4.306 -0.815 0.438 -0.203
H 7.044 -0.973 -5.420 -0.477 0.280 -1.882
H 6.009 -1.033 -3.966 1.418 0.137 -0.340
H 6.688 1.047 -5.525 0.149 0.116 1.389
C -1.488 1.585 0.063 -0.029 1.067 -0.443
O -1.283 0.274 -0.524 0.137 0.104 0.266
O -2.082 2.463 -0.736 0.697 -0.858 1.001
C -2.289 1.292 1.345 -0.927 -1.242 2.551
F -3.509 0.785 1.169 -0.020 -0.457 -0.632
F -1.679 0.353 2.315 -0.555 1.696 -1.943
F -2.541 2.396 2.108 0.891 -0.096 -0.470
C -0.257 0.304 -1.494 -0.194 -0.379 -0.993
C 1.113 0.606 -0.878 0.468 -1.477 0.695
H 1.433 1.626 -0.870 0.021 0.647 -0.177
H 1.092 0.264 0.188 -0.117 0.249 -0.684
H 1.917 -0.013 -1.331 -0.454 0.448 -0.073
H -0.555 0.962 -2.364 0.464 -0.252 0.959
H -0.219 -0.719 -1.930 -0.083 0.509 0.406
H -0.518 1.947 0.507 -0.042 -0.270 -0.365
C -0.152 -8.251 -5.110 -1.313 0.602 0.622
O -0.169 -7.042 -6.017 -0.492 -0.933 0.196
O -0.663 -8.080 -3.909 0.350 -0.308 -1.057
C -0.856 -9.284 -6.015 -0.041 0.354 -0.673
F -0.933 -10.517 -5.527 0.303 -0.885 1.021
F -2.112 -8.925 -6.233 -0.765 0.249 -0.810
F -0.211 -9.497 -7.234 -0.512 0.691 0.534
C 0.088 -5.852 -5.343 -0.338 -0.326 0.370
C 1.439 -5.345 -5.714 1.163 0.847 1.729
H 1.655 -5.203 -6.765 -0.195 -0.344 -0.288
H 1.510 -4.343 -5.239 0.350 -0.329 -0.188
H 2.184 -6.000 -5.217 -0.014 0.383 -0.577
H -0.010 -6.008 -4.228 0.018 0.218 -1.063
H -0.625 -5.103 -5.668 -0.606 0.122 0.078
H 0.844 -8.597 -5.162 2.141 -0.363 0.283
O 6.449 -7.587 -0.160 -0.769 0.550 -0.800
P 5.379 -6.879 -0.943 1.020 -0.242 0.673
N 4.033 -7.836 -1.122 -1.901 0.534 -0.660
C 4.179 -9.270 -1.278 0.013 -0.577 2.057
C 2.614 -7.332 -1.203 0.559 -0.913 -0.288
N 5.942 -6.404 -2.433 1.017 -1.021 2.260
C 5.210 -6.287 -3.610 -0.971 -0.416 -1.207
C 7.369 -6.250 -2.582 0.949 -0.142 -0.532
N 4.827 -5.457 -0.246 -0.538 0.179 1.180
C 4.288 -5.609 1.129 -0.049 0.922 -1.434
C 5.479 -4.143 -0.355 0.882 -1.382 -0.791
H 5.212 -9.459 -1.020 0.268 -0.472 0.101
H 3.999 -9.714 -2.244 -0.378 0.341 -0.631
H 3.528 -9.834 -0.508 0.823 0.888 -1.099
H 2.665 -6.336 -0.770 -0.723 -0.163 0.206
H 1.953 -8.106 -0.692 0.814 1.316 -0.234
H 2.189 -7.227 -2.231 0.576 -0.246 0.458
H 5.842 -6.742 -4.392 -0.860 0.162 -0.247
H 4.227 -6.754 -3.525 0.158 -0.338 -0.172
H 4.998 -5.257 -3.822 0.007 0.806 -0.622
H 7.983 -7.237 -2.518 -1.018 1.761 0.262
H 7.511 -5.826 -3.592 0.210 -0.256 0.328
H 7.680 -5.437 -1.911 0.667 -0.692 0.098
H 3.461 -6.273 1.126 -0.562 -0.923 0.226
H 5.055 -5.888 1.799 0.778 -0.568 0.901
H 3.901 -4.647 1.437 -0.118 0.350 0.089
H 5.963 -4.098 -1.314 0.505 0.055 -0.401
H 6.201 -3.884 0.432 -0.092 -0.475 -0.016
H 4.762 -3.377 -0.394 -1.301 1.015 0.223
O 0.762 7.196 1.543 -0.421 0.093 -0.297
P 1.104 5.813 1.149 1.474 -0.165 0.097
N 2.794 5.529 1.001 -0.272 0.336 -1.422
C 3.474 6.388 -0.084 -0.438 -1.219 0.323
C 3.614 5.537 2.195 -0.965 2.547 1.565
N 0.490 5.369 -0.342 -1.180 0.656 0.806
C 0.818 4.224 -1.202 1.946 2.159 0.250
C -0.878 5.924 -0.535 -0.455 -2.100 -0.720
N 0.686 4.805 2.412 -1.092 0.129 0.585
C 1.006 3.429 2.399 -0.005 -2.251 0.549
C -0.529 5.043 3.244 0.462 1.140 -0.786
H 4.067 7.211 0.383 -0.507 -0.603 -0.286
H 2.700 6.798 -0.749 0.342 -0.082 0.272
H 4.131 5.727 -0.712 -0.448 0.691 0.651
H 3.186 5.041 3.089 0.030 -0.174 -0.861
H 3.672 6.649 2.542 0.354 -1.563 -0.326
H 4.611 5.187 2.007 0.475 -0.282 -0.200
H 0.058 3.548 -1.355 -2.361 -1.274 -0.086
H 1.147 4.616 -2.174 0.059 -0.179 0.077
H 1.617 3.672 -0.748 0.767 -0.107 0.137
H -1.714 5.193 -0.317 1.225 0.339 -0.429
H -1.076 6.759 0.053 0.169 1.432 1.394
H -1.007 6.304 -1.534 0.086 -0.239 -0.721
H 0.130 2.767 2.606 0.250 0.589 -0.548
H 1.434 3.130 1.460 0.213 -0.247 -0.511
H 1.692 3.054 3.184 0.267 0.702 0.019
H -0.995 5.993 2.871 0.269 -0.827 0.652
H -0.201 5.166 4.296 -0.465 -0.115 -0.414
H -1.230 4.188 3.120 0.411 0.648 0.176
O -6.488 6.912 -1.341 -2.232 1.480 -0.813
P -5.244 6.262 -0.991 0.697 -2.205 -1.248
N -5.194 6.086 0.645 0.228 -0.643 1.120
C -3.985 5.496 1.315 -2.587 0.412 -0.153
C -6.495 5.653 1.256 1.610 -0.414 0.248
N -3.847 7.090 -1.397 0.604 -1.578 -1.926
C -3.749 8.409 -0.856 -0.281 0.416 0.020
C -3.461 7.001 -2.859 -0.549 -0.256 2.070
N -5.211 4.777 -1.830 -0.272 1.794 -0.182
C -6.214 4.349 -2.819 -0.701 0.710 1.402
C -4.161 3.824 -1.653 -0.237 -0.766 0.506
H -3.143 6.041 1.005 1.197 0.574 -0.195
H -3.908 4.461 1.063 0.366 -0.867 -0.074
H -4.172 5.587 2.375 0.285 0.116 0.419
H -7.295 5.978 0.620 -0.374 -0.341 -0.403
H -6.652 6.127 2.217 0.290 0.426 0.315
H -6.453 4.563 1.501 -0.339 0.532 -0.667
H -2.898 8.931 -1.318 -0.042 -0.205 0.579
H -4.656 8.982 -1.099 0.095 0.198 0.284
H -3.663 8.236 0.215 0.188 0.895 0.192
H -4.198 7.429 -3.489 -1.181 0.143 -0.738
H -2.602 7.588 -3.043 1.225 0.563 0.240
H -3.240 5.985 -3.105 -0.052 -0.584 -0.268
H -6.788 5.212 -3.218 0.431 -0.575 0.249
H -5.694 3.810 -3.584 0.271 -0.133 -0.772
H -6.932 3.619 -2.362 0.362 0.508 -0.247
H -4.630 2.931 -1.210 0.509 -0.104 0.079
H -3.415 4.187 -0.948 0.050 -0.238 -0.396
H -3.699 3.462 -2.595 -0.059 0.770 0.459
O -5.335 5.999 6.392 -0.005 -1.123 0.498
P -5.445 4.511 6.549 0.220 0.813 -2.204
N -3.942 3.779 6.437 -0.810 0.505 0.184
C -2.845 4.685 6.206 1.487 -1.412 0.503
C -3.521 2.479 6.994 -2.641 2.147 1.364
N -6.394 3.778 5.366 0.925 0.303 -0.234
C -5.811 2.905 4.310 -2.002 -0.460 1.891
C -7.742 4.312 5.094 1.033 -0.070 -0.257
N -6.218 4.105 7.936 -1.591 -1.864 -0.442
C -6.052 4.896 9.091 0.701 -1.182 0.878
C -7.274 3.119 8.048 -1.090 0.819 0.910
H -2.223 4.683 7.112 0.235 0.089 -0.073
H -3.134 5.678 6.041 -0.666 1.206 -0.413
H -2.226 4.320 5.384 0.040 0.074 -0.044
H -2.780 2.082 6.403 1.622 -1.215 -1.431
H -4.432 1.886 7.037 0.255 -0.551 0.040
H -3.137 2.625 8.013 0.021 -0.149 -0.069
H -5.480 3.319 3.413 0.947 1.483 -1.226
H -5.083 2.236 4.718 0.519 -0.167 0.187
H -6.652 2.307 3.998 -0.385 -0.685 -0.177
H -8.095 4.923 5.907 0.187 0.470 0.321
H -7.814 4.892 4.150 0.170 -0.310 0.464
H -8.411 3.477 5.073 -0.665 -0.632 -0.405
H -6.903 5.498 9.397 -0.188 0.291 -0.251
H -5.815 4.181 9.895 0.010 0.501 0.318
H -5.181 5.433 8.834 0.841 1.477 0.682
H -7.165 2.333 8.815 0.607 0.402 0.066
H -7.459 2.607 7.138 -0.055 -0.276 -0.911
H -8.205 3.678 8.336 0.387 -0.537 -0.242
O -4.632 -1.116 -6.005 0.171 -0.104 0.137
P -3.730 -1.210 -4.833 1.257 0.343 0.073
N -3.243 0.228 -4.092 -0.478 -0.645 -0.237
C -3.957 0.992 -3.051 0.970 -1.474 0.809
C -2.502 1.098 -4.962 0.976 0.304 -1.151
N -2.272 -2.000 -5.304 -2.096 0.459 -1.392
C -2.088 -2.335 -6.718 0.086 -0.533 -0.121
C -1.127 -2.112 -4.492 0.658 0.653 2.024
N -4.388 -2.055 -3.595 -0.134 0.048 1.888
C -3.868 -2.074 -2.179 0.667 0.793 -0.600
C -5.176 -3.234 -3.930 0.171 -0.060 -0.708
H -4.445 0.294 -2.385 0.190 -0.180 0.381
H -4.781 1.595 -3.333 -0.679 0.914 -1.298
H -3.240 1.597 -2.464 -0.198 -0.534 -0.228
H -1.522 1.374 -4.560 -0.131 0.168 0.349
H -3.087 1.996 -5.137 0.063 0.325 -0.145
H -2.248 0.684 -5.967 -0.542 -0.109 0.702
H -3.015 -2.125 -7.272 0.216 -0.455 0.360
H -1.333 -1.688 -7.213 0.092 -0.322 0.408
H -1.776 -3.424 -6.803 -0.372 1.248 -0.132
H -0.782 -3.125 -4.186 -0.505 0.249 -0.487
H -0.286 -1.602 -4.959 0.354 0.055 -0.083
H -1.338 -1.554 -3.548 0.303 -0.431 -0.542
H -3.280 -2.986 -1.996 -0.124 0.092 -0.079
H -3.222 -1.179 -1.910 -0.670 -1.178 -0.691
H -4.693 -2.045 -1.460 -0.163 -0.132 -0.244
H -4.561 -4.143 -3.814 -0.316 0.123 -0.165
H -5.607 -3.169 -4.954 0.694 0.040 0.576
H -6.036 -3.292 -3.286 -0.328 -0.118 0.594
O -2.517 -6.793 2.578 -1.225 0.272 -1.787
P -3.039 -6.571 1.166 0.932 0.288 0.750
N -4.673 -7.005 0.962 1.789 0.793 0.713
C -5.601 -6.651 -0.108 0.051 -0.043 1.262
C -5.122 -8.111 1.801 0.328 0.058 0.149
N -2.062 -7.394 0.124 -0.362 0.650 -1.034
C -2.197 -7.193 -1.368 -1.899 -0.577 2.217
C -0.796 -7.986 0.543 -0.721 0.007 1.304
N -3.010 -4.975 0.566 0.158 0.601 0.447
C -3.870 -4.050 1.348 1.169 -0.807 0.886
C -1.636 -4.353 0.343 -2.890 -0.877 -0.435
H -5.402 -7.113 -1.061 0.159 -0.122 -0.422
H -5.794 -5.584 -0.199 0.543 0.202 -0.188
H -6.512 -7.040 0.317 -0.800 -0.196 -0.568
H -4.535 -8.226 2.760 -0.662 0.444 -1.137
H -5.028 -9.032 1.223 -0.201 -0.379 0.198
H -6.183 -7.891 1.974 0.131 -0.501 0.518
H -1.248 -7.043 -1.755 1.686 0.527 -1.099
H -2.585 -8.107 -1.785 -0.158 -0.240 -0.494
H -2.886 -6.363 -1.559 0.276 -0.130 -0.098
H -0.991 -8.988 1.003 0.457 0.745 -0.193
H -0.229 -8.119 -0.359 0.531 -0.106 -0.188
H -0.287 -7.309 1.281 -0.213 -0.847 -0.651
H -4.216 -3.189 0.773 0.551 0.148 0.117
H -4.742 -4.597 1.639 -0.698 -0.316 0.199
H -3.327 -3.837 2.319 -0.696 0.531 -1.040
H -1.231 -4.778 -0.524 0.589 -0.490 -1.485
H -0.975 -4.563 1.111 1.239 -0.246 1.958
H -1.766 -3.300 0.215 -0.071 0.673 -0.053
O 0.013 0.837 6.593 -0.342 -0.052 0.222
P 1.289 0.217 6.192 -0.511 -2.152 0.554
N 1.384 -0.646 4.774 -0.901 0.242 1.615
C 1.485 -0.106 3.425 0.319 -0.801 0.594
C 0.790 -1.984 4.750 0.039 1.577 -0.601
N 1.735 -0.959 7.523 -2.905 2.367 -2.316
C 1.224 -0.534 8.811 -0.757 0.014 0.353
C 2.937 -1.650 7.505 1.211 -1.970 -0.366
N 2.419 1.351 5.966 -0.137 0.650 0.881
C 3.735 1.052 5.535 0.161 0.187 -1.878
C 2.289 2.550 6.772 -0.604 1.422 -0.891
H 0.542 -0.090 2.865 0.079 0.029 0.299
H 2.209 -0.766 2.970 0.163 -0.091 -0.868
H 1.932 0.845 3.485 0.363 1.302 -0.191
H 0.022 -1.960 3.977 -0.155 -0.418 0.078
H 0.356 -2.191 5.707 0.009 -0.665 0.403
H 1.630 -2.558 4.438 0.176 -1.619 -0.048
H 1.986 0.168 9.241 -0.861 -0.260 0.297
H 0.192 -0.040 8.639 1.907 -0.681 0.508
H 1.101 -1.431 9.510 0.206 1.060 -0.847
H 3.196 -1.896 6.456 -0.119 -0.248 0.548
H 3.791 -1.109 7.881 0.579 0.553 0.461
H 2.864 -2.592 8.133 0.088 0.729 -0.779
H 3.952 1.757 4.739 0.608 0.453 -0.080
H 4.439 1.163 6.319 0.945 -0.150 0.750
H 3.805 0.109 5.001 0.008 -0.333 0.464
H 2.770 3.427 6.249 -0.112 -0.957 0.575
H 2.632 2.470 7.810 0.292 -0.103 -0.157
H 1.221 2.792 6.786 0.212 0.007 0.249
C 3.917 2.097 -5.217 -0.775 0.429 0.916
C 4.628 2.973 -6.236 1.997 -0.451 0.332
C 4.558 4.452 -5.893 0.245 0.474 -1.158
S 3.369 4.623 -4.610 -0.181 -1.398 -0.146
O 2.071 4.569 -5.257 -0.162 0.692 0.047
O 3.715 5.682 -3.695 -0.246 0.030 0.079
C 3.598 2.954 -3.982 0.212 0.813 -0.042
H 4.617 1.362 -4.838 -0.279 -0.554 -0.236
H 2.967 1.699 -5.638 0.797 -0.024 0.334
H 4.203 2.712 -7.172 -0.106 0.212 -1.159
H 5.739 2.744 -6.232 -1.465 -0.032 -0.243
H 4.125 5.025 -6.740 0.641 0.012 0.545
H 5.566 4.758 -5.576 -0.632 0.406 -0.017
H 2.596 2.711 -3.594 0.772 -0.057 0.682
H 4.527 3.028 -3.368 -1.026 -0.525 0.121
C 4.702 2.376 -0.429 -2.085 -0.051 -1.315
C 6.153 2.015 -0.574 1.245 -0.474 -1.468
C 6.283 0.628 0.120 -0.329 1.505 -0.773
S 5.444 1.021 1.607 3.260 1.620 2.055
O 6.458 1.816 2.377 -2.173 -0.985 -1.008
O 4.942 -0.170 2.203 -1.015 -1.245 0.952
C 4.150 2.069 1.006 -0.058 -1.381 -1.959
H 4.159 1.777 -1.228 0.430 0.037 1.210
H 4.382 3.357 -0.784 0.535 0.418 0.476
H 6.894 2.669 -0.101 -0.508 0.165 0.185
H 6.439 2.010 -1.671 -0.359 -0.272 1.037
H 7.324 0.512 0.424 -0.231 -0.811 -0.196
H 5.733 -0.185 -0.380 0.645 0.191 0.046
H 3.999 2.946 1.580 0.039 0.676 0.764
H 3.243 1.424 0.986 0.485 0.601 0.031